[1]
11 unconnected molecules or ions with the total composition C45H67BN10O at a distorted geometry. Source: OMol25; level of theory: ωB97M-V/def2-TZVPD.

Structure (XYZ):
```
124
Properties=species:S:1:pos:R:3:mulliken_charge:R:1
C -2.66437 1.60819 1.79245 -1.474
C -1.48222 0.53850 1.42499 1.406
C -2.27502 -0.67764 0.77362 -1.463
C -1.24585 -1.63781 0.13610 0.007
C -0.32777 -0.89674 -0.71087 -0.947
C 0.42945 0.25305 -0.11440 3.909
N -0.38536 1.07801 0.68626 1.063
O -0.08602 2.34272 0.84839 -0.053
C 0.95542 1.17748 -1.22774 -0.528
C 1.51756 -0.30568 0.66953 -1.645
C -0.99476 0.19105 2.86232 -2.383
H -3.56374 1.09883 2.09714 0.460
H -2.88480 2.41514 0.87589 0.162
H -2.37434 2.37141 2.57282 0.315
H -2.95252 -0.13905 0.01287 0.092
H -3.10627 -0.99781 1.32563 0.703
H -1.85225 -2.53744 -0.34467 0.152
H -0.76139 -2.17067 1.09737 -0.126
H -1.04010 -0.52675 -1.62480 -0.458
H 0.42584 -1.60776 -1.19172 0.133
H 1.70268 1.95209 -0.82716 -0.203
H 0.05624 1.57986 -1.94608 -0.073
H 1.68333 0.85526 -2.06833 -0.175
H 1.89043 0.47844 1.35422 -0.072
H 2.41857 -0.82605 0.32501 -0.308
H 1.22084 -0.97500 1.42949 0.442
H -0.59915 0.99251 3.52642 0.372
H -0.25732 -0.49947 2.93745 0.583
H -1.56865 -0.15509 3.71862 0.768
B -3.07412 1.29081 -3.37237 0.653
H -2.66463 0.06352 -3.53071 -0.408
H -4.34094 1.30380 -3.64324 -0.237
H -3.00397 1.43900 -2.18779 -0.365
H -2.36073 2.18680 -3.81601 -0.279
N -1.31911 1.83713 8.03268 -0.108
C -2.53080 1.46866 7.40799 -0.567
C -2.50341 2.09522 6.03798 -0.248
C -1.20835 2.90815 5.99076 -0.153
C -0.47487 2.67410 7.26496 -0.739
H -1.12833 1.22289 8.77350 0.248
H -3.21130 0.72233 7.96569 0.287
H -3.25689 1.89688 5.25568 0.403
H -0.78705 3.36222 5.01934 0.344
H 0.26807 3.21024 7.62533 0.548
N 0.09084 1.55722 -5.19817 0.196
C 1.12601 0.72826 -4.94754 -1.067
C 2.25596 1.03164 -6.04889 -1.034
C 1.61760 2.15781 -6.86945 -0.543
C 0.30213 2.45791 -6.19188 -0.639
H -0.69452 1.55651 -4.48200 -0.087
H 1.17146 0.04749 -4.24529 1.157
H 3.08599 0.69790 -6.25427 0.756
H 1.96921 2.67416 -7.82210 0.307
H -0.50861 2.89237 -6.46814 0.689
N 1.29876 5.75038 -2.57295 -0.039
C 0.81723 6.50722 -1.56363 -0.482
C -0.26533 5.85301 -0.89376 -1.142
C -0.44483 4.47080 -1.56526 0.084
C 0.60920 4.52212 -2.66392 -0.534
H 1.97944 5.99909 -3.31047 0.260
H 1.22755 7.45962 -1.43778 0.488
H -0.81379 6.22849 -0.12018 0.517
H -1.16529 3.68254 -1.54550 0.725
H 0.82015 3.60781 -3.46838 0.139
N 0.00133 -0.34564 5.84663 0.097
C -0.17815 -1.79372 5.79771 -0.520
C 1.17591 -2.35059 5.39192 -0.583
C 2.13218 -1.21668 5.13343 -0.750
C 1.28733 0.02433 5.45706 -0.445
H -0.73086 0.28946 6.22728 0.338
H -1.06619 -2.49433 6.00942 0.311
H 1.36715 -3.44601 5.31084 0.376
H 3.19023 -1.08988 4.91702 0.466
H 1.17183 1.02553 5.31826 0.708
N -2.58634 -4.43508 -5.67457 -0.097
C -2.39919 -5.50224 -4.72281 -1.195
C -2.16835 -4.72701 -3.39030 -0.949
C -2.16799 -3.18590 -3.73098 0.157
C -2.52551 -3.10639 -5.22124 -0.692
H -2.96174 -4.57201 -6.67282 0.269
H -2.34693 -6.41519 -4.88146 0.684
H -1.98745 -5.06025 -2.55290 0.987
H -1.78489 -2.45358 -3.13781 0.361
H -2.83087 -2.24029 -5.81679 0.436
N 3.10022 -4.10066 -0.40345 0.149
C 2.55149 -4.02591 0.83170 -0.780
C 1.10486 -4.41083 0.59271 -0.470
C 0.88662 -4.49028 -0.93213 -0.305
C 2.30715 -4.31172 -1.49095 -0.391
H 4.11601 -3.85913 -0.47939 0.281
H 3.10526 -3.94870 1.70165 0.547
H 0.27339 -4.64173 1.27934 0.449
H -0.08737 -4.60593 -1.35235 0.359
H 2.64499 -4.24356 -2.57314 0.356
N 3.51031 3.22080 0.95586 0.061
C 2.38577 4.01952 1.07741 -0.866
C 1.97322 3.94139 2.59592 -0.331
C 2.91682 2.92528 3.23965 -0.633
C 3.86218 2.50781 1.99011 -0.969
H 4.11663 3.24864 0.06495 0.368
H 2.08385 4.53800 0.32468 0.957
H 1.15895 4.68654 2.94186 0.380
H 2.81165 2.51217 4.24231 0.465
H 4.58546 1.81240 2.19073 0.591
N 6.01261 -3.19744 -1.15894 -0.039
C 5.58127 -2.64362 -2.38606 -1.041
C 4.74756 -1.52373 -1.86036 -0.309
C 4.97996 -1.20239 -0.49076 -0.081
C 5.88323 -2.37193 -0.06561 -0.833
H 6.47639 -4.00714 -1.09247 0.068
H 5.72095 -2.94548 -3.35970 0.469
H 4.19820 -0.82944 -2.34633 0.675
H 4.82755 -0.23077 -0.10894 0.686
H 6.58301 -2.60211 0.73945 0.359
N -4.84322 -1.39079 -1.93841 0.054
C -5.35951 -0.55249 -0.84118 -0.443
C -5.73404 -1.76409 0.16595 -0.170
C -5.73533 -3.07339 -0.56772 -0.785
C -5.05593 -2.69440 -1.89252 -0.216
H -4.25416 -0.79340 -2.40411 0.241
H -5.48407 0.61675 -0.70728 0.309
H -6.12589 -1.54026 1.21739 0.385
H -6.22499 -4.10739 -0.13950 0.238
H -4.95378 -3.36880 -2.73327 0.467
```

Computed properties:
- max |F| (eV/A) = 15.99
- ΔE to the lowest compared entry with this formula, charge and spin (kcal per mole) = 126.4
- spin multiplicity = 1
- lowest unoccupied orbital energy (eV) = -3.26
- E (a.u.) = -2401.37733

[2]
A molecular structure, C45H69BrN3O8SSiW at a distorted geometry. Source: OMol25; level of theory: ωB97M-V/def2-TZVPD.

Structure (XYZ):
```
129
Properties=species:S:1:pos:R:3:mulliken_charge:R:1
W 0.54320 0.38530 -0.59550 -0.558
C -0.87790 4.36610 1.92260 -1.771
C -0.28920 2.96900 1.78350 1.961
C -0.22540 2.22350 3.11860 -1.468
O -1.01370 2.18070 0.82960 -0.142
C 1.14370 2.99270 1.18620 -0.389
O 1.93230 3.88030 1.42920 -0.715
O 1.37650 1.95450 0.44340 -0.131
H -1.78350 4.35040 2.52600 0.459
H -1.11310 4.77540 0.94270 0.324
H -0.15070 5.01630 2.39980 0.395
H -1.21430 2.15270 3.56790 0.394
H 0.43370 2.74590 3.80430 0.477
H 0.16770 1.21950 2.94440 0.084
H -1.96580 2.24480 1.00280 0.188
O -2.79260 0.99580 -2.97360 -0.690
C -1.79860 0.63980 -2.39040 0.541
O -1.55630 0.69730 -1.12550 -0.401
C -0.52410 0.03540 -3.05410 0.377
O -0.03450 0.37660 -4.11280 -0.597
O 0.06540 -0.76910 -2.19700 -0.339
C -1.89520 -2.21150 4.69760 -2.076
C -2.41090 -3.24460 3.68690 3.107
C -3.32990 -4.23000 4.42340 -1.724
C -1.19870 -4.02020 3.16650 -2.450
Si -3.38730 -2.36250 2.22650 -1.538
Br -1.09240 -0.98810 0.99170 0.729
C -4.05390 -3.45960 0.74100 2.801
C -3.17170 -4.69460 0.51150 -2.050
C -5.47130 -3.95040 1.08180 -1.775
C -4.09550 -2.67970 -0.58050 -2.029
C -4.49370 -0.80740 2.72160 2.994
C -3.66440 0.32980 3.33080 -2.161
C -5.55270 -1.24130 3.74740 -1.786
C -5.21020 -0.22910 1.49340 -2.168
H -1.23480 -2.70620 5.40590 0.604
H -2.70690 -1.76710 5.26590 0.467
H -1.33130 -1.43720 4.18800 0.258
H -2.76970 -4.69940 5.22980 0.503
H -3.68250 -5.01250 3.75940 0.361
H -4.19380 -3.73250 4.85250 0.366
H -0.63230 -4.40200 4.01100 0.691
H -0.55690 -3.37230 2.58460 0.258
H -1.48270 -4.86750 2.55720 0.407
H -3.20920 -5.37390 1.35770 0.350
H -2.14200 -4.40900 0.32050 0.202
H -3.54070 -5.23550 -0.35810 0.697
H -5.47640 -4.50900 2.01320 0.398
H -5.82930 -4.60330 0.28860 0.516
H -6.17070 -3.12690 1.17910 0.314
H -3.11500 -2.28400 -0.82640 0.317
H -4.80660 -1.86310 -0.55730 0.361
H -4.39590 -3.35230 -1.38080 0.588
H -3.23720 0.05430 4.28660 0.335
H -4.30750 1.19310 3.48900 0.636
H -2.86210 0.60380 2.65650 0.225
H -5.08980 -1.58130 4.66790 0.364
H -6.17200 -2.04570 3.36340 0.372
H -6.19590 -0.39610 3.98480 0.515
H -4.49450 0.05350 0.72750 0.360
H -5.76440 0.66120 1.78440 0.615
H -5.92420 -0.93150 1.07560 0.387
C 2.09630 -1.46470 2.69250 -1.593
C 2.34670 -1.87420 1.21620 3.445
C 3.86220 -2.13360 1.04880 -1.711
C 1.93890 -0.70430 0.32520 0.216
C 1.66460 -3.19540 0.87860 -0.201
C 1.02230 -3.39860 -0.33790 0.040
C 0.46220 -4.62730 -0.64910 -0.979
C 0.54070 -5.68190 0.24470 -0.424
C 1.19750 -5.50100 1.44960 -1.095
C 1.75200 -4.27180 1.75620 -0.009
H 2.30620 -0.40050 2.81610 0.413
H 2.74300 -2.01530 3.37040 0.525
H 1.06590 -1.65280 2.97920 0.217
H 4.42520 -1.24700 1.33520 0.438
H 4.08680 -2.37620 0.01120 0.369
H 4.19580 -2.96380 1.66880 0.487
H 2.87640 -0.13330 0.17960 -0.414
H 0.95710 -2.57800 -1.05310 0.212
H -0.03040 -4.76070 -1.60200 0.453
H 0.10160 -6.63670 -0.00270 0.444
H 1.28090 -6.31460 2.15510 0.420
H 2.26010 -4.14940 2.69790 0.423
C 5.00570 0.47320 -4.44510 -1.339
N 3.86570 -0.01290 -3.69260 0.448
C 2.91970 -0.79690 -4.46190 -1.120
C 3.50260 0.52250 -2.49470 -0.511
N 2.23800 0.73150 -2.19270 0.988
N 4.50180 0.80940 -1.63130 0.622
C 5.72720 0.04280 -1.58610 -1.331
C 4.38170 1.83480 -0.62210 -0.732
H 4.66280 0.83660 -5.41740 0.387
H 5.73300 -0.32270 -4.62110 0.310
H 5.48570 1.29540 -3.92070 0.443
H 3.48960 -1.49010 -5.08080 0.431
H 2.28870 -0.18860 -5.11910 0.294
H 2.27640 -1.37410 -3.79500 0.205
H 1.69540 0.67480 -3.05890 -0.376
H 5.64190 -0.83940 -2.21440 0.418
H 5.88900 -0.28470 -0.55660 0.389
H 6.59000 0.63550 -1.90060 0.282
H 3.37280 2.24350 -0.61840 -0.070
H 5.09480 2.63720 -0.83330 0.400
H 4.59390 1.43800 0.37160 0.309
O 0.22110 2.32880 -1.83980 -0.295
S 0.43810 3.77680 -1.47380 0.012
C -0.38850 4.70210 -2.78180 0.915
C -0.29040 6.08310 -2.72640 -0.634
C -0.89320 6.83910 -3.71510 -0.850
C -1.59360 6.21370 -4.73650 -0.539
C -1.68430 4.83310 -4.77720 -1.066
C -1.07890 4.06710 -3.79330 -0.165
C 2.08280 4.15920 -2.09990 0.793
C 2.90770 4.94050 -1.30920 -0.260
C 4.19380 5.21780 -1.74500 -0.816
C 4.63640 4.71110 -2.95680 -0.752
C 3.79800 3.93310 -3.74190 -0.715
C 2.50920 3.65870 -3.31740 -0.354
H 0.26680 6.55580 -1.93140 0.450
H -0.81360 7.91450 -3.69180 0.430
H -2.07260 6.80970 -5.49900 0.404
H -2.22090 4.33680 -5.56980 0.486
H -1.14150 2.99120 -3.82140 0.206
H 2.56200 5.29150 -0.34910 0.424
H 4.85300 5.82060 -1.13760 0.450
H 5.64200 4.92060 -3.29060 0.433
H 4.14920 3.54990 -4.68860 0.542
H 1.83830 3.05860 -3.91440 0.437
```

Computed properties:
- charge = +1
- max |F| (eV/A) = 2.28
- ΔE to the lowest compared entry with this formula, charge and spin (kcal per mole) = 49.9
- spin multiplicity = 1
- lowest unoccupied orbital energy (eV) = -3.72
- E (a.u.) = -5850.92104